Entry from the Open Molecules 2025 dataset: a 11-piece molecular cluster, C69H163N9O17 overall (ωB97M-V with the def2-TZVPD basis set).

Computed properties:
HOMO, eV: -7.776
Frontier orbital gap, hartree: 0.3071
SMILES: CC1(C)CCCC(C)(C)N1O.CC1(C)CCCC(C)(C)N1O.CC1(C)CCCC(C)(C)N1O.COCCNCCOC.COCCNCCOC.COCCNCCOC.COCCNCCOC.COCCNCCOC.COCCNCCOC.CC(C)O.CC(C)O
Net charge: 0
LUMO level, eV: 0.582
Strongest force on any atom, eV Å⁻¹: 3.1

Cartesian coordinates (Å):
C1 1.584 3.820 -1.580
C2 2.775 3.078 -0.956
C3 4.042 3.796 -1.427
C4 5.303 3.277 -0.665
C5 5.086 3.531 0.817
C6 3.891 2.867 1.383
N1 2.735 3.139 0.482
O1 1.505 2.593 1.001
C7 4.162 1.329 1.612
C8 3.686 3.511 2.751
C9 2.719 1.603 -1.498
H1 1.318 4.782 -1.086
H2 0.680 3.219 -1.646
H3 1.781 4.066 -2.611
H4 4.266 3.657 -2.482
H5 3.958 4.829 -1.186
H6 6.171 3.818 -1.049
H7 5.506 2.197 -0.787
H8 5.104 4.583 1.045
H9 6.027 3.204 1.244
H10 4.649 0.969 0.708
H11 4.808 1.123 2.461
H12 3.207 0.846 1.830
H13 3.411 4.558 2.758
H14 2.923 2.916 3.330
H15 4.579 3.407 3.325
H16 2.804 1.588 -2.597
H17 1.764 1.137 -1.287
H18 3.465 0.932 -0.989
H19 1.562 1.659 0.655
C10 -3.230 -2.418 2.356
C11 -3.357 -1.448 3.521
C12 -4.865 -1.454 4.024
C13 -5.083 -2.698 4.934
C14 -4.020 -2.707 6.036
C15 -2.563 -2.717 5.563
N2 -2.401 -1.676 4.616
O2 -1.088 -1.781 4.056
C16 -1.725 -2.413 6.860
C17 -2.192 -4.035 4.958
C18 -3.117 -0.049 2.888
H20 -3.756 -3.329 2.654
H21 -2.182 -2.677 2.177
H22 -3.711 -2.048 1.453
H23 -5.045 -0.472 4.541
H24 -5.597 -1.485 3.157
H25 -5.026 -3.624 4.289
H26 -6.063 -2.631 5.361
H27 -4.194 -3.517 6.722
H28 -3.986 -1.813 6.668
H29 -0.693 -2.743 6.786
H30 -1.797 -1.329 7.005
H31 -2.131 -2.911 7.684
H32 -2.947 -4.410 4.291
H33 -1.248 -4.023 4.407
H34 -2.083 -4.780 5.725
H35 -3.230 0.759 3.614
H36 -3.697 0.225 1.980
H37 -2.054 0.009 2.630
H38 -0.703 -0.909 4.220
C19 4.188 -4.865 -1.270
C20 4.377 -4.129 -2.627
C21 3.978 -5.072 -3.783
C22 3.775 -4.335 -5.122
C23 2.772 -3.192 -4.957
C24 3.060 -2.217 -3.824
N3 3.348 -3.002 -2.584
O3 3.568 -2.098 -1.531
C25 4.258 -1.249 -4.251
C26 1.760 -1.374 -3.603
C27 5.823 -3.646 -2.763
H39 4.911 -5.704 -1.207
H40 3.254 -5.374 -1.227
H41 4.301 -4.163 -0.436
H42 4.686 -5.891 -3.924
H43 3.042 -5.616 -3.572
H44 3.413 -5.080 -5.817
H45 4.712 -3.947 -5.510
H46 1.748 -3.605 -4.755
H47 2.693 -2.657 -5.930
H48 4.713 -0.789 -3.330
H49 5.047 -1.784 -4.783
H50 3.990 -0.403 -4.892
H51 1.928 -0.476 -3.018
H52 1.432 -1.076 -4.617
H53 0.982 -1.949 -3.118
H54 5.849 -2.608 -2.411
H55 6.211 -3.624 -3.735
H56 6.549 -4.178 -2.147
H57 2.857 -2.333 -0.923
C28 -2.610 -2.301 -4.930
C29 -1.333 -2.978 -4.532
C30 -1.304 -3.294 -3.024
O4 -1.120 -4.183 -5.295
H58 -2.668 -1.946 -5.980
H59 -2.733 -1.423 -4.296
H60 -3.436 -3.001 -4.843
H61 -0.425 -2.426 -4.785
H62 -1.153 -2.334 -2.515
H63 -0.452 -3.959 -2.857
H64 -2.256 -3.698 -2.694
H65 -1.926 -4.702 -5.255
C31 -4.492 1.259 -3.937
C32 -5.924 1.261 -3.584
C33 -6.162 1.278 -2.102
O5 -6.602 2.379 -4.175
H66 -3.907 2.081 -3.551
H67 -4.192 1.350 -4.978
H68 -3.962 0.406 -3.509
H69 -6.384 0.403 -4.043
H70 -5.692 2.110 -1.620
H71 -5.642 0.449 -1.693
H72 -7.195 1.162 -1.791
H73 -6.322 3.210 -3.714
C34 -7.033 5.368 -4.646
O6 -6.370 5.502 -3.431
C35 -5.061 5.910 -3.614
C36 -4.413 6.070 -2.213
N4 -4.459 4.846 -1.487
C37 -3.694 4.815 -0.229
C38 -3.888 3.545 0.531
O7 -5.324 3.429 0.592
C39 -5.811 2.270 1.288
H74 -8.097 5.057 -4.524
H75 -6.585 4.661 -5.333
H76 -7.095 6.351 -5.155
H77 -5.030 6.838 -4.184
H78 -4.526 5.170 -4.249
H79 -4.971 6.852 -1.658
H80 -3.393 6.354 -2.379
H81 -5.440 4.593 -1.361
H82 -3.927 5.624 0.390
H83 -2.614 4.960 -0.423
H84 -3.443 3.557 1.543
H85 -3.485 2.638 0.070
H86 -5.540 1.347 0.760
H87 -6.904 2.337 1.287
H88 -5.365 2.347 2.299
C40 3.467 -1.213 4.686
O8 2.486 -0.191 4.897
C41 1.536 -0.577 5.918
C42 0.478 0.436 6.061
N5 -0.228 0.854 4.861
C43 0.351 1.992 4.138
C44 -0.653 2.720 3.252
O9 -1.793 3.165 4.014
C45 -1.626 4.473 4.486
H89 3.862 -1.693 5.574
H90 4.357 -0.769 4.242
H91 3.093 -2.002 4.051
H92 1.992 -0.640 6.923
H93 1.149 -1.603 5.703
H94 0.929 1.358 6.466
H95 -0.274 0.004 6.737
H96 -1.109 1.141 5.247
H97 1.233 1.656 3.541
H98 0.746 2.725 4.882
H99 -1.087 2.019 2.502
H100 -0.112 3.500 2.693
H101 -0.871 4.452 5.263
H102 -2.603 4.784 4.837
H103 -1.358 5.214 3.730
C46 5.153 -2.052 1.356
O10 5.874 -1.394 2.386
C47 7.261 -1.722 2.145
C48 7.972 -1.110 3.330
N6 7.743 0.334 3.285
C49 8.357 0.979 4.449
C50 7.748 2.348 4.687
O11 6.356 2.368 4.703
C51 5.825 1.624 5.776
H104 5.589 -1.832 0.409
H105 4.108 -1.721 1.344
H106 5.071 -3.172 1.550
H107 7.551 -1.302 1.204
H108 7.469 -2.798 2.163
H109 9.054 -1.288 3.297
H110 7.650 -1.489 4.335
H111 6.754 0.584 3.270
H112 9.429 1.161 4.246
H113 8.366 0.402 5.359
H114 8.087 2.993 3.848
H115 8.164 2.764 5.614
H116 4.764 1.544 5.540
H117 6.009 2.095 6.708
H118 6.252 0.583 5.740
C52 0.486 -4.541 -0.539
O12 0.967 -3.202 -0.305
C53 0.349 -2.653 0.790
C54 0.745 -1.174 1.055
N7 0.375 -0.204 -0.007
C55 -1.074 -0.036 -0.241
C56 -1.488 0.835 -1.372
O13 -0.942 0.207 -2.527
C57 -0.947 0.973 -3.736
H119 -0.583 -4.454 -0.817
H120 0.569 -5.148 0.355
H121 1.007 -4.890 -1.433
H122 0.738 -3.086 1.767
H123 -0.768 -2.831 0.827
H124 1.814 -1.070 0.976
H125 0.422 -0.965 2.075
H126 0.782 -0.549 -0.898
H127 -1.585 0.298 0.657
H128 -1.531 -1.030 -0.449
H129 -1.160 1.839 -1.210
H130 -2.592 0.969 -1.465
H131 -0.782 0.275 -4.556
H132 -0.115 1.642 -3.737
H133 -1.884 1.507 -3.832
C58 -2.440 -8.751 4.527
O14 -1.950 -8.141 3.363
C59 -2.627 -6.961 2.996
C60 -1.730 -6.109 2.084
N8 -1.546 -6.794 0.803
C61 -2.584 -6.730 -0.174
C62 -2.032 -6.982 -1.542
O15 -1.816 -8.379 -1.658
C63 -1.306 -8.767 -2.885
H134 -3.476 -9.035 4.423
H135 -2.387 -8.090 5.455
H136 -1.749 -9.566 4.730
H137 -2.816 -6.402 3.929
H138 -3.576 -7.191 2.470
H139 -0.763 -6.020 2.513
H140 -2.086 -5.114 2.025
H141 -1.173 -7.735 0.950
H142 -3.042 -5.726 -0.141
H143 -3.456 -7.423 -0.067
H144 -1.167 -6.355 -1.715
H145 -2.834 -6.662 -2.254
H146 -0.452 -8.182 -3.223
H147 -2.083 -8.665 -3.649
H148 -0.889 -9.788 -2.772
C64 -1.374 3.615 -6.850
O16 -0.899 3.704 -5.558
C65 -1.665 4.357 -4.592
C66 -1.901 5.778 -4.862
N9 -0.701 6.615 -4.997
C67 -0.962 7.994 -5.417
C68 -1.291 8.904 -4.283
O17 -2.342 8.507 -3.522
C69 -2.388 9.188 -2.286
H149 -0.596 3.446 -7.554
H150 -1.905 4.555 -7.127
H151 -2.088 2.851 -6.938
H152 -1.163 4.183 -3.652
H153 -2.681 3.901 -4.508
H154 -2.498 6.209 -4.076
H155 -2.540 5.724 -5.784
H156 -0.128 6.137 -5.661
H157 -1.697 8.028 -6.249
H158 -0.018 8.389 -5.833
H159 -1.445 9.899 -4.754
H160 -0.352 9.042 -3.749
H161 -1.515 8.878 -1.668
H162 -3.318 8.903 -1.837
H163 -2.478 10.301 -2.494

Forces on atoms 1 to 3 (eV/Å):
C -0.677 0.616 0.396
C -0.119 -0.900 -1.210
C 1.565 -1.854 0.645


Entry from the Open Molecules 2025 dataset: C69H66AsBr2N4O6P2Sr as an isolated structure (ωB97M-V with the def2-TZVPD basis set).

Computed properties:
HOMO, eV: -5.515
Frontier orbital gap, hartree: 0.2869
Net charge: -1
LUMO level, eV: 2.292
Strongest force on any atom, eV Å⁻¹: 1.1

Cartesian coordinates (Å):
Sr1 0.192 0.460 0.329
O1 -3.967 -1.761 -3.302
C1 -4.643 -0.969 -2.395
C2 -6.027 -0.969 -2.478
C3 -6.755 -0.160 -1.615
C4 -6.104 0.654 -0.700
C5 -4.718 0.627 -0.626
C6 -3.970 -0.206 -1.440
C7 -2.457 -0.228 -1.362
O2 -1.889 0.700 -0.600
N1 -2.105 -1.629 -0.883
N2 -0.767 -1.830 -0.674
C8 -0.267 -2.956 -0.981
C9 1.167 -3.253 -0.760
Br1 2.127 -2.241 0.528
C10 1.839 -4.204 -1.418
C11 1.309 -4.957 -2.580
C12 0.616 -4.310 -3.602
C13 0.149 -5.038 -4.688
C14 0.380 -6.403 -4.774
C15 1.095 -7.046 -3.773
C16 1.563 -6.322 -2.687
H1 -3.087 -1.382 -3.445
H2 -6.506 -1.582 -3.227
H3 -7.836 -0.153 -1.681
H4 -6.667 1.316 -0.056
H5 -4.177 1.273 0.056
H6 -2.081 -0.161 -2.414
H7 -2.539 -2.377 -1.424
H8 -0.852 -3.737 -1.469
H9 2.853 -4.432 -1.115
H10 0.472 -3.237 -3.569
H11 -0.389 -4.529 -5.477
H12 0.015 -6.965 -5.624
H13 1.292 -8.108 -3.834
H14 2.123 -6.824 -1.907
C17 -1.728 4.530 -1.044
N3 -2.602 4.207 0.068
C18 -1.953 4.230 1.380
P1 -1.370 2.599 2.065
C19 -0.331 3.309 3.414
C20 0.727 4.141 3.044
C21 1.610 4.642 3.984
C22 1.468 4.298 5.324
C23 0.444 3.446 5.701
C24 -0.446 2.957 4.753
C25 -2.853 1.981 2.935
C26 -3.511 2.650 3.969
C27 -4.675 2.139 4.514
C28 -5.214 0.955 4.016
C29 -4.582 0.290 2.980
C30 -3.401 0.799 2.448
C31 -3.946 4.597 -0.014
C32 -4.868 4.075 0.902
C33 -6.206 4.409 0.829
C34 -6.679 5.256 -0.166
C35 -5.775 5.771 -1.077
C36 -4.424 5.458 -1.006
P2 -0.520 3.192 -1.542
C37 -1.328 2.528 -3.038
C38 -2.714 2.385 -3.074
C39 -3.334 1.734 -4.130
C40 -2.569 1.214 -5.166
C41 -1.188 1.351 -5.138
C42 -0.572 2.001 -4.079
C43 0.767 4.281 -2.253
C44 0.580 5.057 -3.398
C45 1.584 5.888 -3.865
C46 2.801 5.949 -3.194
C47 3.003 5.176 -2.063
C48 1.991 4.344 -1.596
H15 -1.175 5.462 -0.867
H16 -2.344 4.682 -1.931
H17 -2.602 4.724 2.112
H18 -1.059 4.861 1.297
H19 0.904 4.372 1.999
H20 2.426 5.277 3.665
H21 2.167 4.674 6.060
H22 0.344 3.138 6.733
H23 -1.211 2.258 5.064
H24 -3.106 3.580 4.351
H25 -5.171 2.664 5.319
H26 -6.131 0.562 4.435
H27 -4.999 -0.622 2.573
H28 -2.919 0.293 1.617
H29 -4.535 3.373 1.646
H30 -6.891 3.976 1.548
H31 -7.730 5.503 -0.229
H32 -6.110 6.438 -1.861
H33 -3.748 5.900 -1.724
H34 -3.324 2.729 -2.248
H35 -4.409 1.610 -4.122
H36 -3.048 0.693 -5.985
H37 -0.577 0.931 -5.926
H38 0.509 2.075 -4.061
H39 -0.361 5.000 -3.933
H40 1.423 6.482 -4.756
H41 3.590 6.589 -3.566
H42 3.955 5.195 -1.549
H43 2.195 3.711 -0.738
C49 0.827 -3.842 3.786
C50 -0.475 -4.063 3.030
As1 -1.426 -2.388 2.634
C51 -1.783 -1.799 4.476
C52 -2.808 -2.527 5.325
C53 -3.077 -3.195 1.927
C54 -3.869 -4.246 2.690
H44 1.392 -4.773 3.874
H45 0.657 -3.473 4.799
H46 1.463 -3.110 3.288
H47 -1.123 -4.752 3.578
H48 -0.283 -4.510 2.048
H49 -2.003 -0.732 4.402
H50 -0.790 -1.838 4.929
H51 -3.827 -2.324 4.991
H52 -2.745 -2.210 6.369
H53 -2.671 -3.611 5.303
H54 -2.709 -3.614 0.983
H55 -3.709 -2.360 1.615
H56 -3.229 -5.018 3.119
H57 -4.576 -4.748 2.025
H58 -4.446 -3.818 3.510
O3 0.468 -0.952 -3.321
C55 1.479 -0.373 -2.945
N4 1.654 0.321 -1.773
C56 2.952 0.800 -1.753
O4 3.479 1.433 -0.859
C57 3.655 0.403 -3.032
C58 4.931 0.638 -3.500
C59 5.254 0.104 -4.745
C60 4.326 -0.636 -5.480
C61 3.042 -0.863 -4.991
C62 2.744 -0.323 -3.758
H59 5.643 1.211 -2.922
H60 6.243 0.260 -5.158
H61 4.615 -1.038 -6.443
H62 2.306 -1.435 -5.540
Br2 1.425 -0.211 6.012
C63 2.944 0.052 4.884
C64 4.180 -0.166 5.479
C65 5.340 -0.007 4.741
C66 5.263 0.385 3.410
C67 4.026 0.622 2.838
C68 2.843 0.450 3.560
C69 1.554 0.694 2.807
O5 0.496 0.118 3.112
O6 1.682 1.457 1.801
H63 4.219 -0.462 6.518
H64 6.298 -0.188 5.211
H65 6.162 0.513 2.823
H66 3.936 0.956 1.812

Forces on atoms 1 to 3 (eV/Å):
Sr -0.209 -0.322 -0.151
O 0.023 0.066 0.097
C 0.038 -0.168 -0.159